1.
ORCA calculation (the ωB97M-V functional and the def2-TZVPD basis) on a 13-piece molecular cluster, C4H31O14S2 overall in a non-equilibrium geometry.

The total charge is -1. The energy above the lowest of the compared OMol25 structures with the same formula, charge and spin is 111.8 kJ/mol.

Structure (XYZ):
```
51
Properties=species:S:1:pos:R:3:forces:R:3:nbo_charge:R:1
S -4.046893 0.155642 1.159879 -0.3 -0.8 -1.7 -0.05
S -2.106767 0.911307 0.824337 -2.5 -1.3 1.0 0.14
O 0.924284 2.659567 -2.906493 0.1 0.3 0.2 -0.95
O 1.488553 1.111055 2.581248 -0.8 -0.4 -0.5 -1.02
O 3.278430 -0.856868 2.171884 -1.1 0.9 0.3 -1.03
O 0.126840 -0.533338 -5.704418 -0.9 -1.0 0.3 -0.94
O -0.647474 -2.058873 -2.826893 0.1 0.2 0.0 -1.02
O 1.781270 -2.115603 -1.461746 1.2 -0.4 0.3 -0.98
O -0.172566 1.538642 0.551055 -0.2 2.8 -0.6 -0.86
O 5.472724 -0.288412 3.518014 0.2 0.3 0.0 -0.96
O 0.258617 -1.374269 2.781444 0.0 -0.5 -0.1 -0.95
O -2.637639 -4.854064 -1.564047 0.0 0.4 -0.1 -0.95
O 0.683457 3.533651 0.350688 -0.3 1.7 0.0 -0.64
O 3.077040 0.527881 -0.141349 0.0 -0.1 -0.3 -0.99
O 0.313767 0.063673 -1.564231 -0.6 0.4 0.3 -1.01
O -0.133212 -3.569545 -0.214380 -0.1 0.3 0.2 -1.01
C -2.536617 2.154266 -0.532754 0.1 -0.2 2.3 -0.51
C -0.333225 2.880142 0.355040 1.5 -1.8 -0.6 0.79
C -4.570788 0.565462 2.761052 -0.7 0.3 1.7 -0.78
C -1.763767 3.380233 -0.024927 0.7 0.1 -0.3 -0.55
H 0.592136 -3.042539 -0.621493 -0.1 -0.2 0.5 0.50
H 0.290459 -0.909498 -4.827240 0.4 0.3 0.2 0.48
H -0.444164 -1.306214 -2.208974 -0.5 -0.4 -0.3 0.50
H 0.464507 -0.597068 2.253701 -0.2 0.0 0.1 0.48
H 5.313474 0.087610 2.641719 0.2 -0.1 0.2 0.47
H -2.236389 3.739211 0.894845 -0.1 -0.4 0.1 0.24
H 3.340399 0.047909 0.661302 0.0 -0.1 -0.3 0.48
H -5.648085 0.378590 2.792972 -0.2 0.8 -0.2 0.22
H 1.295249 -1.822828 -2.235670 0.0 0.1 -0.1 0.49
H 2.693040 -1.608633 1.997104 0.0 0.2 0.1 0.50
H 0.844740 1.272947 1.769344 1.4 0.6 0.9 0.53
H -0.665408 -1.081477 -5.877140 0.4 0.6 -0.4 0.46
H 0.774666 0.571444 -2.238297 -0.1 0.6 -0.1 0.50
H 4.640136 -0.757431 3.648449 0.1 -0.1 -0.1 0.49
H -0.153302 0.699983 -0.961414 0.7 -0.5 -0.3 0.51
H -4.266417 1.540621 3.131110 -0.4 0.5 -0.4 0.21
H 2.637113 -0.064796 2.338322 0.5 -1.8 0.0 0.50
H -3.612666 2.311385 -0.583463 0.1 -0.1 0.2 0.24
H 0.697745 -1.192929 3.617245 0.0 0.1 0.0 0.47
H -0.362215 -3.086244 0.597915 0.1 -0.1 -0.4 0.48
H 2.315570 1.599473 2.544855 -0.5 0.8 -0.5 0.49
H -4.273508 -0.078942 3.563779 0.9 -0.9 0.2 0.20
H -1.761183 4.323030 -0.635924 0.5 -1.1 0.0 0.23
H 0.457251 2.968720 -2.118629 0.0 0.0 0.0 0.48
H -2.239528 1.538095 -1.347922 0.7 0.6 -1.3 0.23
H 1.729772 3.194775 -2.878417 -0.1 -0.3 -0.1 0.48
H -2.298092 -3.981878 -1.819197 -0.2 -0.3 0.0 0.47
H -0.558189 -2.862371 -2.294735 -0.1 0.2 0.0 0.48
H 2.363386 -1.389170 -1.175948 -0.4 -0.1 -0.2 0.50
H 2.111341 0.512542 -0.129289 -0.1 0.2 -0.1 0.48
H -2.497870 -4.834866 -0.612311 0.1 -0.1 0.0 0.47
```
Forces are in eV/Å.

2.
ORCA calculation (the ωB97M-V functional and the def2-TZVPD basis) on C4H32BCsO24 as an isolated structure in a non-equilibrium geometry.

Structure (XYZ):
```
62
Properties=species:S:1:pos:R:3:forces:R:3:nbo_charge:R:1
Cs 13.480499 6.772764 9.245970 0.0 0.2 -0.2 0.97
O 19.474921 10.558067 9.724182 -0.6 0.0 -0.5 -0.96
O 16.010190 7.749669 10.703664 0.9 -0.2 2.4 -1.02
O 14.462797 11.162733 12.120013 -0.5 0.0 -0.7 -0.95
O 10.939905 11.316648 9.839139 0.5 0.4 -0.4 -0.64
O 8.772534 8.375802 12.363858 0.2 -0.2 0.3 -0.58
O 17.220376 10.942102 11.498024 1.8 -0.3 -0.2 -1.01
O 10.191890 6.278980 7.719150 -0.4 0.3 0.8 -1.00
O 17.224480 8.878165 8.020707 -0.1 0.0 -2.4 -1.04
O 12.744753 12.164375 8.744210 -1.1 -0.9 0.0 -0.57
O 8.667939 10.417298 9.582841 0.8 0.0 -0.1 -0.64
O 11.928334 6.127632 5.173915 -0.8 -0.5 0.3 -0.97
O 9.019811 6.163702 10.422946 0.3 -0.4 0.2 -0.99
O 10.654461 9.371008 8.614755 1.7 0.1 -2.5 -0.69
O 16.504245 5.827110 8.888306 -0.8 -1.8 0.0 -0.99
O 17.825476 8.018121 12.776755 -0.3 0.8 0.0 -0.98
O 11.890581 7.008212 11.887175 -0.4 0.3 -0.5 -0.99
O 16.523650 13.731450 11.254321 0.7 0.1 -1.2 -0.94
O 19.202743 10.202208 13.858992 -0.8 0.3 -0.9 -0.97
O 16.566006 8.083156 5.443645 -1.0 -0.6 1.7 -0.99
O 12.283738 9.851411 7.004966 -0.8 -0.4 0.3 -0.56
O 10.217456 9.245444 10.909078 1.2 0.2 0.2 -0.68
O 13.853235 7.797384 5.982523 1.4 0.5 0.7 -1.02
O 6.794443 9.889583 10.738455 1.3 -0.3 -0.2 -0.54
O 14.796554 9.672682 8.882421 -1.6 0.6 0.4 -1.01
C 11.620487 10.106906 7.964865 -0.6 0.1 1.3 0.71
C 7.983409 9.826844 10.542243 -0.7 0.1 0.7 0.68
C 11.831820 11.371193 8.851334 0.6 0.3 0.7 0.68
C 9.042503 9.061942 11.422258 -2.2 -0.2 0.2 0.69
B 10.122778 10.105336 9.739081 -0.7 0.6 -0.3 1.16
H 18.881854 11.032191 10.315689 -0.3 -0.3 0.2 0.49
H 17.133765 8.826281 6.978995 0.4 0.1 2.5 0.53
H 11.637598 5.543640 4.469243 0.2 0.1 -0.3 0.48
H 15.644845 7.739287 5.569816 0.3 0.4 0.5 0.51
H 19.455340 10.907890 14.451271 0.1 0.2 0.3 0.48
H 9.553988 5.681040 8.167962 0.6 0.7 -0.3 0.50
H 13.669785 8.719812 6.228002 -0.3 -0.5 -0.2 0.51
H 17.994591 7.152026 13.150539 0.2 0.2 0.4 0.49
H 15.635763 9.456341 8.489105 1.2 -0.1 -0.5 0.50
H 16.636228 6.240100 9.736485 0.1 0.7 0.6 0.49
H 16.597940 10.470467 12.030954 -1.0 -0.4 0.3 0.50
H 16.802321 6.441255 8.246029 0.6 1.1 -0.9 0.48
H 14.060788 10.972058 11.258567 0.3 -0.9 0.0 0.48
H 8.309787 6.495397 11.009805 0.9 -0.4 -0.1 0.50
H 11.252000 5.969957 5.860310 0.3 0.4 0.1 0.51
H 13.103120 7.410665 5.536082 -0.7 -0.2 -0.3 0.51
H 10.061121 7.142676 8.184379 0.1 -0.9 -0.6 0.50
H 16.837592 11.800644 11.350631 -0.7 0.8 0.1 0.50
H 20.347857 10.773740 10.022147 0.7 0.1 0.2 0.47
H 11.735366 6.820525 12.810203 0.0 -0.1 0.4 0.48
H 16.807710 13.879226 10.319376 -0.5 -0.1 1.0 0.48
H 16.585375 7.919060 11.538122 -1.0 -0.3 -1.6 0.52
H 18.601479 10.631883 13.204809 0.6 -0.2 0.3 0.49
H 16.579410 8.097501 4.515433 0.6 0.3 -2.0 0.48
H 14.554914 10.544251 8.532493 0.0 -0.2 0.0 0.49
H 16.346735 8.371041 10.066232 0.3 0.6 -0.5 0.49
H 17.977210 9.451132 8.247828 -0.1 -0.2 -0.2 0.51
H 17.306254 14.000548 11.751604 -0.1 0.1 0.1 0.48
H 14.171651 12.071785 12.139149 0.2 0.8 0.8 0.47
H 9.731332 5.728788 10.951693 -1.1 0.8 -0.2 0.49
H 18.059381 8.741191 13.406782 0.1 -1.2 -0.3 0.51
H 11.258849 7.730759 11.690812 0.3 -0.3 0.0 0.50
```
Forces are in eV/Å.

What did we get for DFT total energy? Answer: -2020.817518; -2022.731090 a.u., in the order shown.
What did we get for Kohn-Sham gap? Answer: 7.8; 9.6 eV, in the order shown.